# C26H33BF2N8O3Pb

A structure of composition C26H33BF2N8O3Pb (ωB97M-V/def2-TZVPD, the OMol25 dataset).

The geometry in XYZ format:
```
74
Properties=species:S:1:pos:R:3:mulliken_charge:R:1
Pb -0.2850 0.3693 -0.0236 1.353
C 2.7606 -0.4322 4.8069 -1.029
N 1.5950 -0.7126 3.9677 0.083
C 0.4840 -1.4787 4.5261 -0.976
C 1.5156 -0.3108 2.6904 0.804
N 0.5413 -0.6432 1.8904 -0.262
N 2.5481 0.5135 2.2667 -0.108
C 2.9305 0.7837 0.9607 0.442
N 4.2224 1.1424 0.8414 -0.425
N 2.0883 0.7222 -0.0116 -0.385
H 2.6565 -0.9846 5.7343 0.287
H 2.8328 0.6277 5.0636 0.374
H 3.6821 -0.7688 4.3303 0.406
H 0.6325 -1.5842 5.5954 0.342
H 0.4311 -2.4762 4.0848 0.350
H -0.4677 -0.9692 4.3595 0.286
H -0.1083 -1.3013 2.3011 -0.423
H 3.1616 0.8697 2.9801 0.269
H 4.9009 0.9099 1.5462 0.183
H 4.5708 1.4838 -0.0380 0.230
H 2.5259 0.7978 -0.9225 0.148
C -3.1138 -7.0217 -0.3206 -1.000
O -3.1038 -5.6082 -0.5141 -0.195
C -3.6961 -5.1363 -1.6364 0.262
C -4.2369 -5.9289 -2.6441 -0.595
C -4.8419 -5.3372 -3.7436 -0.811
C -4.9376 -3.9586 -3.8537 -0.905
C -4.4145 -3.1657 -2.8457 0.543
C -3.7745 -3.7446 -1.7584 -0.410
N -3.2351 -2.9279 -0.7178 0.292
C -2.2085 -2.0689 -0.8631 0.548
N -1.6573 -2.0148 -2.0930 0.115
C -0.7417 -1.1413 -2.6948 -0.297
C -0.0600 -0.0899 -2.1077 0.248
C 0.7557 0.7472 -2.8764 -0.920
C 0.9232 0.5046 -4.2229 -1.163
C 0.2802 -0.5730 -4.8237 -0.432
C -0.5503 -1.3845 -4.0771 0.690
O -1.2469 -2.4363 -4.5581 -0.469
C -1.1535 -2.7382 -5.9521 -0.989
N -1.7901 -1.3224 0.1537 0.068
C -2.3567 -1.5985 1.4369 0.053
C -3.2403 -0.7118 2.0358 -0.579
C -3.7558 -0.9642 3.2992 -1.091
C -3.3980 -2.1307 3.9573 -0.917
C -2.5240 -3.0382 3.3717 -0.172
C -1.9867 -2.7755 2.1147 0.404
O -1.1081 -3.5744 1.4640 -0.196
C -0.8234 -4.8472 2.0360 -1.104
H -2.6613 -7.1971 0.6503 0.201
H -2.5245 -7.5244 -1.0889 0.407
H -4.1336 -7.4084 -0.3202 0.426
H -4.1925 -7.0057 -2.5795 0.420
H -5.2576 -5.9707 -4.5157 0.432
H -5.4367 -3.5071 -4.6993 0.450
H -4.5024 -2.0865 -2.8825 0.517
H -3.5341 -3.1167 0.2267 0.279
H -2.0528 -2.6688 -2.7597 0.169
H 1.2361 1.6100 -2.4314 0.656
H 1.5470 1.1549 -4.8205 0.423
H 0.4200 -0.7602 -5.8781 0.482
H -1.8013 -3.5938 -6.1111 0.271
H -0.1289 -2.9973 -6.2205 0.375
H -1.5001 -1.8953 -6.5509 0.405
H -3.5410 0.1738 1.4906 0.606
H -4.4492 -0.2689 3.7510 0.469
H -3.8111 -2.3524 4.9322 0.452
H -2.2715 -3.9502 3.8943 0.485
H -0.1737 -5.3531 1.3291 0.298
H -1.7403 -5.4231 2.1707 0.385
H -0.3117 -4.7434 2.9957 0.328
F -0.0138 2.8811 1.7805 -0.132
B -0.9614 2.1376 1.2702 0.393
F -2.2144 2.3248 1.5752 -0.123
```

The calculation puts the orbital gap at 7.98 eV. As for the charge: +2. As for the spin multiplicity: 1. The value obtained for the LUMO energy is -0.18586 hartree.

=====

# C26H33BN6O8PSSr

A structure of composition C26H33BN6O8PSSr at a distorted geometry (ωB97M-V/def2-TZVPD, the OMol25 dataset).

The geometry in XYZ format:
```
77
Properties=species:S:1:pos:R:3:mulliken_charge:R:1
Sr -0.7460 0.9329 0.3146 1.969
C 5.1620 -4.6887 -1.2768 -1.622
C 3.9049 -3.8777 -1.0963 1.075
C 3.9108 -2.4943 -1.2577 -0.930
C 2.7537 -1.7403 -1.1207 -0.349
C 1.5718 -2.4077 -0.8160 0.051
C 1.5309 -3.7974 -0.6555 -0.702
C 2.7003 -4.5130 -0.7882 -0.934
S 0.0619 -1.5821 -0.7109 2.227
O -0.9327 -2.4492 -1.3268 -0.906
O -0.2628 -1.2675 0.7008 -0.723
N 0.2180 -0.1651 -1.4211 -0.545
C -0.1015 0.0462 -2.8354 0.236
C 0.0125 -0.8657 -3.8438 -0.467
C -0.3214 -0.5136 -5.1823 -1.022
C -0.7438 0.7415 -5.4954 -0.920
C -0.8719 1.7159 -4.4699 1.239
C -1.2905 3.0491 -4.7266 -0.773
C -1.4084 3.9283 -3.7040 -0.782
C -1.1360 3.4796 -2.3918 -0.350
N -0.7413 2.2685 -2.0952 0.181
C -0.5842 1.3700 -3.1412 -0.204
H 6.0531 -4.0929 -1.0827 0.385
H 5.2367 -5.0663 -2.2995 0.311
H 5.1744 -5.5508 -0.6099 0.406
H 4.8422 -1.9917 -1.4947 0.442
H 2.7767 -0.6627 -1.2209 0.387
H 0.6007 -4.2999 -0.4291 0.521
H 2.6811 -5.5892 -0.6543 0.386
H 0.3768 -1.8654 -3.6426 0.519
H -0.2145 -1.2579 -5.9612 0.420
H -0.9692 1.0122 -6.5209 0.417
H -1.5069 3.3532 -5.7453 0.442
H -1.7268 4.9496 -3.8661 0.418
H -1.2764 4.1607 -1.5574 0.499
C -0.8605 3.9869 3.4792 -0.711
O -2.1026 3.2578 3.2553 -0.310
C -2.1175 1.9618 3.5766 0.698
O -3.0951 1.2709 3.2274 -0.883
N -1.1379 1.4617 4.3245 0.197
N -1.0823 0.0993 4.6703 -0.779
H -1.0334 4.9879 3.1090 0.262
H -0.0382 3.5180 2.9499 0.140
H -0.6507 4.0265 4.5472 0.417
H -0.2379 1.9103 4.3618 0.312
H -0.5206 -0.3772 3.9715 0.259
H -2.0327 -0.2478 4.6744 0.289
N -3.3456 -0.8901 -1.8161 0.045
C -2.6747 -0.0667 -0.7593 1.005
P -3.4272 1.6400 -0.5772 1.657
O -3.8768 2.0134 -1.9385 -0.890
O -2.4754 2.4110 0.2969 -0.917
C -4.8883 1.5134 0.4862 -1.063
N -4.7681 2.5195 1.5934 -0.130
H -2.7141 -1.6616 -2.0251 0.325
H -3.4956 -0.2980 -2.6425 0.435
H -4.2468 -1.2607 -1.5179 0.411
H -1.6874 0.1827 -1.1957 -3.717
H -2.5028 -0.6478 0.1672 1.360
H -4.9875 0.5396 0.9664 0.361
H -5.7731 1.7268 -0.1073 0.414
H -5.6738 2.7954 1.9644 0.388
H -4.2528 3.3527 1.3059 0.330
H -4.1462 2.0900 2.3457 0.280
O 1.5107 0.5130 3.2856 -0.486
B 1.5459 1.1878 1.9731 0.085
O 2.7450 0.6358 1.3328 -0.361
C 3.3020 -0.2850 2.1858 0.722
C 4.4146 -1.0540 1.9691 -0.635
C 4.7745 -1.9472 2.9894 -0.710
C 4.0346 -2.0281 4.1628 -0.571
C 2.9086 -1.2160 4.3612 -0.933
C 2.5799 -0.3630 3.3423 0.571
H 4.9939 -0.9698 1.0538 0.515
H 5.6448 -2.5793 2.8631 0.430
H 4.3322 -2.7232 4.9379 0.399
H 2.3245 -1.2553 5.2740 0.488
```

The calculation puts the orbital gap at 6.25 eV. As for the charge: +1. As for the spin multiplicity: 1. The value obtained for the LUMO energy is -0.10474 hartree.

=====

# C26H33BrFN2O7

A cluster of 2 separate species, C26H33BrFN2O7 in total at a distorted geometry (ωB97M-V/def2-TZVPD, the OMol25 dataset).

The geometry in XYZ format:
```
70
Properties=species:S:1:pos:R:3:mulliken_charge:R:1
C 4.8848 1.1094 0.4778 -1.126
C 3.9467 1.7518 -0.6290 -0.042
C 2.7144 0.8398 -1.0303 -0.015
C 2.1700 1.0934 -2.4847 -1.191
C 1.1149 2.2663 -2.5883 -0.009
C -0.3545 1.6678 -2.4469 -0.470
C -1.3263 2.6408 -1.6221 -1.272
C -0.8169 2.5697 -0.1374 0.630
C -0.0001 3.6236 0.4592 0.371
C 0.3984 4.9419 -0.3128 -1.447
C -0.6186 6.0496 0.2089 0.325
O -1.7751 5.8086 0.0830 -0.433
F -0.1812 7.2108 0.8118 -0.257
C 0.4901 3.4742 1.8523 0.687
C 1.3812 4.4636 2.6023 0.336
O 1.6253 5.5990 2.2786 -0.497
O 2.0124 3.9745 3.7820 -0.529
C 0.1141 2.2263 2.5846 -1.032
C -0.7371 1.2569 1.9190 0.934
C -1.1381 -0.0288 2.7260 -1.717
C -0.1303 -1.1790 2.2776 0.100
C -0.8053 -2.6091 2.3577 -0.661
C 0.0515 -3.5831 1.4101 -0.440
C 0.9992 -4.4327 2.3811 -0.625
N 0.2217 -5.6289 2.8542 -0.697
N -1.1848 1.4308 0.5976 -0.098
Br -2.2566 0.0464 -0.0508 0.199
H 5.8926 0.8257 0.0826 0.296
H 4.4272 0.2370 1.0136 0.300
H 5.0651 1.9099 1.2548 0.279
H 3.5411 2.7156 -0.2138 -0.046
H 4.5564 1.9831 -1.5529 0.313
H 3.0952 -0.2275 -0.9961 0.439
H 1.9439 0.9189 -0.2161 -0.197
H 3.0464 1.3829 -3.1348 0.393
H 1.6762 0.1642 -2.8861 0.439
H 1.3549 3.0406 -1.8153 -0.155
H 1.1564 2.7459 -3.6055 0.404
H -0.2304 0.7152 -1.8509 0.302
H -0.7887 1.3582 -3.4330 0.416
H -2.3785 2.2765 -1.7326 0.448
H -1.2911 3.6831 -2.0308 0.364
H 1.4566 5.2448 -0.0851 0.489
H 0.2837 4.8123 -1.4249 0.617
H 2.8524 3.5604 3.4980 0.354
H 0.4842 2.0557 3.6173 0.523
H -0.9571 0.2035 3.8160 0.503
H -2.2167 -0.2993 2.6159 0.426
H 0.8059 -1.1652 2.8945 0.246
H 0.1240 -0.9668 1.1962 0.090
H -1.8672 -2.6208 1.9798 0.362
H -0.7822 -2.9370 3.4317 0.407
H 0.6989 -3.0008 0.7029 0.248
H -0.6244 -4.2598 0.8157 0.248
H 1.9014 -4.7189 1.7787 0.280
H 1.2938 -3.7634 3.2320 0.305
H -0.7588 -5.3827 2.6608 0.325
H 0.4232 -6.3832 2.1900 0.303
C -3.2101 -5.4962 -2.5064 -0.701
C -3.0061 -4.6578 -1.4325 0.398
C -3.6289 -3.2681 -1.6028 0.661
O -3.6104 -2.4045 -0.7108 -0.757
C -4.2600 -2.9438 -2.8622 -0.678
C -4.4570 -3.7793 -3.9534 0.289
C -3.9286 -5.2057 -3.7457 0.452
O -4.0725 -6.1092 -4.5635 -0.692
O -4.9999 -3.4973 -5.0344 -0.725
O -2.3885 -4.9075 -0.3667 -0.751
H -2.8122 -6.5046 -2.4685 0.401
H -4.6101 -1.9177 -2.9171 0.358
```

The calculation puts the orbital gap at 1.71 eV. As for the charge: -1. As for the spin multiplicity: 1. The value obtained for the LUMO energy is -0.03832 hartree.

=====

# C26H33F5N3PPdSSi

A structure of composition C26H33F5N3PPdSSi at a distorted geometry (ωB97M-V/def2-TZVPD, the OMol25 dataset).

The geometry in XYZ format:
```
71
Properties=species:S:1:pos:R:3:mulliken_charge:R:1
Pd -0.0410 0.0625 -1.2041 0.531
C -2.9086 -1.9767 2.6361 -0.842
N -1.5141 -1.3721 2.7447 0.219
C -0.5429 -2.4656 3.1969 -0.670
N -0.5957 -3.5811 2.3226 0.174
C -1.9532 -4.1031 2.2248 -0.941
N -2.9034 -3.0937 1.7579 0.149
C -2.6675 -2.7207 0.3494 -1.063
P -0.9730 -2.0082 0.0265 0.697
C -1.0847 -0.7797 1.4258 -0.942
C -0.0239 -3.2908 0.9928 -0.077
H -3.5719 -1.1939 2.2730 0.411
H -3.2005 -2.2779 3.6428 0.354
H -1.5196 -0.6294 3.4433 0.370
H -0.8494 -2.7491 4.2042 0.337
H 0.4531 -2.0254 3.2103 0.253
H -2.2704 -4.4662 3.2042 0.326
H -1.9595 -4.9350 1.5236 0.403
H -3.4078 -1.9833 0.0319 0.459
H -2.8141 -3.6042 -0.2727 0.404
H -1.7938 0.0009 1.1509 0.583
H -0.1185 -0.2994 1.5557 0.170
H 1.0061 -2.9550 1.1082 -0.362
H 0.0000 -4.2186 0.4186 0.508
C 1.5157 4.7405 1.0465 -1.626
C 0.2444 3.9767 1.4394 1.987
C 0.3147 3.5992 2.9259 -1.516
C -0.9855 4.8592 1.1928 -1.695
C 0.1518 2.7448 0.6277 0.291
C 0.0615 1.7495 -0.0703 -1.297
H 1.5965 5.6666 1.6226 0.420
H 1.4949 4.9900 -0.0148 0.369
H 2.4031 4.1331 1.2341 0.334
H 0.4266 4.4921 3.5479 0.400
H 1.1649 2.9391 3.1116 0.269
H -0.6006 3.0839 3.2286 0.328
H -0.9125 5.7838 1.7732 0.411
H -1.8991 4.3376 1.4827 0.353
H -1.0636 5.1166 0.1364 0.363
C 2.5834 -1.6755 -2.9005 -1.221
Si 2.1498 -0.4847 -1.5547 0.591
C 3.1282 1.0694 -1.7970 -1.138
C 2.7524 -1.1934 0.0895 0.296
C 3.3632 -2.4435 0.2244 -0.190
C 3.7709 -2.9248 1.4684 -0.637
C 3.5740 -2.1566 2.6063 -0.457
C 2.9674 -0.9057 2.4950 -0.856
C 2.5581 -0.4350 1.2538 -0.224
H 3.6446 -1.9152 -2.7830 0.381
H 2.4345 -1.2113 -3.8777 0.349
H 2.0035 -2.6021 -2.8790 0.328
H 4.2004 0.8433 -1.7425 0.378
H 2.8780 1.7991 -1.0260 0.202
H 2.9197 1.5196 -2.7717 0.350
H 3.5207 -3.0630 -0.6536 0.316
H 4.2519 -3.8926 1.5459 0.399
H 3.8997 -2.5227 3.5728 0.392
H 2.8309 -0.2915 3.3783 0.471
H 2.0754 0.5365 1.1733 0.200
F -2.6674 2.5522 -7.5805 -0.308
C -2.5911 1.9791 -6.3754 0.697
C -3.7263 1.5122 -5.7472 0.099
F -4.9128 1.6273 -6.3553 -0.298
C -3.6348 0.9311 -4.4977 0.283
F -4.7755 0.5004 -3.9455 -0.320
C -2.4289 0.7741 -3.8157 0.359
S -2.3895 -0.0381 -2.2613 -0.520
C -1.3122 1.2627 -4.4843 0.061
F -0.0869 1.1649 -3.9429 -0.130
C -1.3772 1.8479 -5.7355 -0.387
F -0.2631 2.2886 -6.3324 -0.310
```

The calculation puts the orbital gap at 6.23 eV. As for the charge: 0. As for the spin multiplicity: 1. The value obtained for the LUMO energy is -0.01998 hartree.

=====

Ordered energy results: -2091.39189, -2736.04127, -4320.43594, -2830.92224; unit Eh.